Record 1
ORCA calculation (the ωB97M-V functional and the def2-TZVPD basis) on an isolated molecule of C4H10N2Si at a distorted geometry.

Results
Energy relative to the best compared isomer or geometry (same formula, charge and spin), kJ/mol: 57.6
Multiplicity: 3

Geometry as XYZ:
```
17
Properties=species:S:1:pos:R:3:forces:R:3:mulliken_charge:R:1
C -2.450247 -1.213764 0.269215 -0.2 -0.8 -1.0 -0.75
C 2.592084 -0.753843 0.416838 2.5 -0.2 2.2 -0.88
C -1.684971 -0.274946 0.794387 -0.2 0.6 -0.6 -0.23
C 1.565653 -0.740930 -0.416276 -3.7 1.4 -2.1 -0.19
N 0.496544 1.566613 0.984091 -0.5 0.0 0.1 -0.48
N -0.354598 0.940380 -1.744392 -0.6 -0.2 0.6 -0.43
Si 0.056204 0.347936 -0.161510 2.1 -1.2 0.3 0.38
H -3.382051 -1.545258 0.711557 0.1 -0.1 0.4 0.27
H -2.185293 -1.706427 -0.655561 -0.1 0.0 -0.3 0.25
H 3.485493 -1.334511 0.240801 0.1 -0.1 0.0 0.29
H 2.567538 -0.166965 1.317494 0.1 0.1 0.3 0.29
H -1.948110 0.200365 1.725591 0.7 0.6 0.3 0.34
H 1.613156 -1.343473 -1.317448 -0.2 -0.3 0.0 0.25
H -0.238903 2.078200 1.442885 -0.1 0.0 0.2 0.20
H 1.276153 2.176091 0.802754 0.1 0.0 -0.2 0.20
H -0.167420 0.366634 -2.549950 0.1 -0.2 -0.1 0.25
H -1.241237 1.403901 -1.860473 -0.2 0.3 -0.1 0.24
```
Positions in Å, forces in eV/Å.

=====

Record 2
ORCA calculation (the ωB97M-V functional and the def2-TZVPD basis) on the ion C4H10N3 with charge +1 at a distorted geometry.

Results
SMILES string: C=NC(=[NH2+])N(C)C
Energy relative to the best compared isomer or geometry (same formula, charge and spin), kJ/mol: 225.0
Total charge: +1
Multiplicity: 1

Geometry as XYZ:
```
17
Properties=species:S:1:pos:R:3:forces:R:3:mulliken_charge:R:1
C 2.743542 0.782017 0.206508 -2.4 -1.7 0.0 -0.19
C 0.554058 -0.603751 0.169727 -1.1 1.9 -0.3 0.72
C -1.865782 -0.576909 -0.123600 -2.4 1.2 0.9 -1.25
C -0.768127 1.539450 -0.171777 0.4 0.3 -0.9 -0.84
N 1.802809 -0.105694 0.398696 1.0 1.6 0.7 -0.34
N -0.609082 0.109665 0.076591 1.6 0.2 0.2 0.07
N 0.379838 -1.907741 0.187554 1.7 -4.8 -0.7 -0.37
H 3.536555 0.896731 1.024017 -1.1 -0.1 -1.4 0.28
H 2.715076 1.382514 -0.734866 0.6 -0.3 0.8 0.30
H -1.931544 -0.872608 -1.162779 -0.2 -0.5 -0.1 0.42
H -2.005206 -1.382172 0.602559 -0.1 0.0 -0.4 0.47
H -2.784375 0.166457 0.056858 2.3 -1.5 -0.2 0.36
H -1.416442 1.599498 -1.093087 0.4 0.3 1.2 0.37
H -1.214123 2.009500 0.723643 0.1 0.0 -0.7 0.28
H 0.175632 2.021443 -0.472056 -0.3 -0.2 0.5 0.27
H 1.175814 -2.597302 -0.033303 -1.4 2.0 0.8 0.28
H -0.488648 -2.461092 0.345319 0.9 1.5 -0.5 0.16
```
Positions in Å, forces in eV/Å.

=====

Record 3
ORCA calculation (the ωB97M-V functional and the def2-TZVPD basis) on a cluster of 2 separate species, C4H10N3 in total at a distorted geometry.

Results
Energy relative to the best compared isomer or geometry (same formula, charge and spin), kJ/mol: 439.5
Total charge: +1
Multiplicity: 1

Geometry as XYZ:
```
17
Properties=species:S:1:pos:R:3:forces:R:3:mulliken_charge:R:1
C -1.296474 1.630079 0.220929 -0.1 -1.2 -1.6 0.06
C 0.906238 0.623503 0.494439 0.0 0.1 -1.6 -0.26
C -1.976018 0.692527 -1.990474 2.4 -3.6 0.3 -0.70
C 1.088843 -1.696888 1.613979 -0.6 -2.3 -1.5 -0.98
N -1.792549 1.253168 -0.757116 0.9 1.5 3.8 -0.05
N 1.618883 0.289465 -0.601226 -0.6 1.9 0.4 -0.30
N 0.738446 -0.332179 1.338885 -2.5 0.3 3.8 -0.05
H -1.001621 1.947297 1.189259 -0.4 0.6 0.3 0.50
H -1.148911 0.975513 -2.572690 1.3 0.1 -0.9 0.36
H -2.777391 1.054172 -2.435927 -4.0 1.6 -1.9 0.35
H -2.030320 -0.435701 -1.944684 0.1 1.3 0.2 0.29
H 0.560758 -2.320539 0.881452 -0.5 -0.1 0.2 0.37
H 2.066309 -2.097961 1.433991 1.2 0.9 0.2 0.34
H 0.755103 -2.037547 2.597388 0.1 0.6 -0.1 0.32
H 2.143348 -0.524335 -0.599741 1.2 -2.1 0.0 0.19
H 2.158213 1.069129 -0.877841 0.4 0.8 -1.1 0.30
H -0.012858 -0.089703 2.009378 1.0 -0.1 -0.3 0.26
```
Positions in Å, forces in eV/Å.

=====

Record 4
ORCA calculation (the ωB97M-V functional and the def2-TZVPD basis) on a cluster of 2 separate species, C4H10N3 in total at a distorted geometry.

Results
Energy relative to the best compared isomer or geometry (same formula, charge and spin), kJ/mol: 502.2
Total charge: +1
Multiplicity: 1

Geometry as XYZ:
```
17
Properties=species:S:1:pos:R:3:forces:R:3:mulliken_charge:R:1
C 1.435193 1.171233 0.287516 -1.2 1.2 0.1 -0.47
C 0.023945 1.007999 -0.325340 0.3 -0.1 -0.1 -0.54
C 0.242218 -1.348199 -0.060578 -1.3 0.1 -0.2 -0.36
C -2.650757 -0.379648 0.123640 4.0 0.3 -0.1 -0.47
N 2.147188 -0.060380 0.069081 -0.5 -1.6 -0.2 0.38
N 1.634724 -1.192743 -0.095444 2.0 0.6 0.0 -0.43
N -0.492798 -0.194892 0.237069 -3.9 0.1 0.8 -0.37
H 1.988663 2.004268 -0.148797 0.2 -0.2 0.0 0.36
H 1.331145 1.344627 1.362510 0.1 -0.1 -0.1 0.30
H -0.606082 1.852383 -0.047115 0.2 0.0 0.0 0.38
H 0.125225 0.974741 -1.419002 0.0 0.2 -0.1 0.32
H 0.015310 -1.838593 -1.030114 0.3 0.0 -0.1 0.33
H 0.047249 -2.132587 0.684057 0.2 -0.1 0.0 0.38
H -2.827966 0.065175 -0.836626 -0.1 0.1 -0.2 0.29
H -2.725955 -1.445138 0.202630 -0.1 -0.3 0.0 0.31
H -2.852146 0.205647 0.996855 -0.1 0.1 0.3 0.28
H 3.164837 -0.033897 -0.000349 0.0 -0.2 0.0 0.31
```
Positions in Å, forces in eV/Å.

=====

Record 5
ORCA calculation (the ωB97M-V functional and the def2-TZVPD basis) on a cluster of 2 separate species, C4H10N3 in total at a distorted geometry.

Results
Energy relative to the best compared isomer or geometry (same formula, charge and spin), kJ/mol: 588.2
Total charge: +1
Multiplicity: 1

Geometry as XYZ:
```
17
Properties=species:S:1:pos:R:3:forces:R:3:mulliken_charge:R:1
C 0.899663 1.342056 -0.031577 0.4 1.7 0.0 -0.38
C -0.416872 1.408948 0.026198 -0.3 0.7 -2.3 -0.39
C 1.398312 0.045458 0.399257 0.6 -1.1 1.9 0.23
C -1.966115 -0.537689 -0.459496 -1.3 0.5 -0.6 -0.65
N 0.111573 -0.641571 0.571979 -0.9 -2.8 0.7 -0.31
N 2.279324 -0.584275 -0.486823 0.5 -3.7 -2.8 -0.62
N -0.993227 0.117616 0.359166 0.7 1.9 3.7 -0.12
H 1.596301 2.153601 -0.298159 -0.7 -0.5 0.0 0.38
H -1.000228 2.138411 -0.546169 -0.3 -0.2 1.0 0.39
H 1.947859 0.128256 1.349455 -0.3 0.1 0.1 0.28
H -1.922208 -1.550538 0.000672 -0.8 0.4 -1.3 0.38
H -2.919119 -0.012452 -0.158172 0.7 -1.0 -1.2 0.30
H -1.623490 -0.384900 -1.554039 -0.9 -0.8 1.7 0.31
H -0.028881 -1.701785 0.632370 0.4 2.4 0.0 0.28
H 2.875051 -1.428238 -0.194522 -1.1 2.1 0.5 0.30
H 1.731993 -1.064493 -1.271080 0.9 1.5 1.0 0.28
H -1.969928 0.571596 1.660939 2.2 -1.1 -2.3 0.34
```
Positions in Å, forces in eV/Å.

=====

Record 6
ORCA calculation (the ωB97M-V functional and the def2-TZVPD basis) on a cluster of 2 separate species, C4H10N3 in total at a distorted geometry.

Results
Energy relative to the best compared isomer or geometry (same formula, charge and spin), kJ/mol: 413.0
Total charge: +1
Multiplicity: 1

Geometry as XYZ:
```
17
Properties=species:S:1:pos:R:3:forces:R:3:mulliken_charge:R:1
C 2.525172 -1.094582 0.414962 -1.2 3.4 1.1 0.08
C 1.026965 0.794855 -0.111273 0.0 3.9 -1.3 -0.20
C -0.150662 0.764306 0.821446 0.7 1.4 0.8 -0.05
C -1.968262 -0.435850 1.675436 1.0 -2.0 0.3 -0.77
N 1.930708 -0.076085 0.308930 3.2 -6.6 -0.2 0.04
N -0.883819 -0.246101 0.768840 0.6 0.3 -0.5 -0.35
N -0.132587 -0.009268 -2.460924 1.5 -1.0 -1.7 -0.80
H 3.166251 -1.746911 1.012875 -0.3 0.1 -0.6 0.38
H 0.570591 0.501309 -1.242792 0.9 -0.2 0.7 0.18
H 1.650743 1.773903 -0.157354 -1.6 -1.0 0.0 0.34
H -0.094447 1.661534 1.515893 -1.1 -1.1 -0.3 0.34
H -2.198756 0.445679 2.202998 -0.7 1.0 0.8 0.37
H -2.758763 -0.859255 1.082973 -0.7 0.1 0.1 0.26
H -1.633337 -1.254699 2.372614 -0.5 0.8 -0.4 0.28
H 0.269648 -0.754871 -3.127012 -1.1 1.4 1.6 0.29
H -0.315897 0.800524 -3.025345 0.0 0.4 -0.4 0.30
H -1.003551 -0.264487 -2.052267 -0.8 -0.8 0.1 0.31
```
Positions in Å, forces in eV/Å.

=====

Record 7
ORCA calculation (the ωB97M-V functional and the def2-TZVPD basis) on a cluster of 2 separate species, C4H10N3O in total at a distorted geometry.

Results
Energy relative to the best compared isomer or geometry (same formula, charge and spin), kJ/mol: 539.2
Total charge: +1
Multiplicity: 1

Geometry as XYZ:
```
18
Properties=species:S:1:pos:R:3:forces:R:3:mulliken_charge:R:1
C -1.009399 0.248572 -0.946745 -0.8 -2.2 1.5 -0.49
C -0.738321 1.621512 -0.457148 0.9 1.0 0.7 -0.48
C 0.674816 0.059295 0.702907 2.0 -3.3 -1.0 -0.65
C -0.592346 -2.042386 0.131824 1.6 0.2 0.1 -0.93
N 2.972217 -0.011458 0.092321 -2.0 -1.9 -0.4 0.11
N -0.176808 -0.680192 -0.109531 0.2 2.8 -0.1 0.12
N 0.296280 1.488185 0.642384 3.1 0.5 3.3 -0.13
O 3.048387 -1.115178 -0.264877 0.2 1.8 0.5 -0.15
H -2.074513 -0.042384 -0.842615 0.5 0.2 0.2 0.36
H -0.819860 0.227831 -1.974655 0.7 -0.5 -1.6 0.31
H -0.324097 2.258089 -1.231366 0.1 0.1 0.1 0.28
H -1.582842 2.088680 -0.040617 -1.1 0.6 0.5 0.34
H 1.009824 -0.575313 1.593362 -0.7 1.9 -0.6 0.41
H -0.252409 -2.451356 1.074093 0.0 0.4 0.4 0.33
H -1.619893 -2.136505 0.030355 -2.1 0.0 0.1 0.35
H -0.163666 -2.661599 -0.607225 0.5 -0.9 -0.9 0.35
H 1.223604 2.060730 0.492470 -2.3 -1.2 -0.1 0.43
H 0.129026 1.663480 1.715065 -0.8 0.5 -2.6 0.42
```
Positions in Å, forces in eV/Å.

=====

Record 8
ORCA calculation (the ωB97M-V functional and the def2-TZVPD basis) on a cluster of 2 separate species, C4H10N3S in total at a distorted geometry.

Results
Energy relative to the best compared isomer or geometry (same formula, charge and spin), kJ/mol: 513.7
Total charge: +1
Multiplicity: 1

Geometry as XYZ:
```
18
Properties=species:S:1:pos:R:3:forces:R:3:mulliken_charge:R:1
C 1.787705 0.429699 0.042266 -1.0 1.0 -2.8 0.05
C -2.429804 -0.318684 0.347046 2.4 -0.5 -4.3 -0.63
C -1.121118 -0.944413 0.704881 -2.2 -0.4 0.8 -0.44
C -1.148816 0.516547 0.363867 0.5 0.4 2.0 -0.06
N 2.235009 0.178386 1.205825 -0.3 -0.5 1.1 -0.25
N -0.579572 1.091630 -0.765643 0.6 -0.8 -1.4 -0.03
N -0.496544 0.492313 -1.896073 0.4 2.2 1.3 -0.16
S 2.822918 0.206287 -1.395350 -2.5 0.2 0.4 -0.16
H -2.875904 -0.529321 -0.631039 0.2 0.2 0.4 0.24
H -3.055821 -0.088234 1.072956 -2.9 1.0 3.1 0.30
H -1.271026 -1.251672 1.747516 1.4 0.2 -0.3 0.30
H -0.836229 -1.676399 -0.008588 0.8 -0.5 -0.3 0.27
H -1.004160 1.201192 1.241743 -0.3 -0.6 -1.2 0.43
H 1.581685 0.282237 1.993093 0.7 -0.2 -0.3 0.27
H 3.046497 -0.401270 1.301457 0.8 -0.1 0.8 0.21
H -0.538044 -0.500359 -2.029098 -0.2 -0.7 -0.1 0.23
H 3.899328 0.213351 -0.720737 2.3 -0.2 0.9 0.10
H -0.016106 1.098713 -2.574125 -0.5 -0.7 0.0 0.32
```
Positions in Å, forces in eV/Å.

=====

Record 9
ORCA calculation (the ωB97M-V functional and the def2-TZVPD basis) on the ion C4H10N3S with charge +1 at a distorted geometry.

Results
Energy relative to the best compared isomer or geometry (same formula, charge and spin), kJ/mol: 278.2
Total charge: +1
Multiplicity: 3

Geometry as XYZ:
```
18
Properties=species:S:1:pos:R:3:forces:R:3:mulliken_charge:R:1
C 1.356612 0.557212 -0.363788 9.5 -2.4 -2.5 0.47
C -1.110150 -0.034643 -0.055348 1.6 -0.7 -2.0 -0.10
C -0.316474 -1.088777 0.731692 2.8 0.3 1.6 -0.02
C -2.189714 0.705903 0.630631 0.9 2.3 -0.7 -1.26
N 0.348335 0.080114 0.217314 -10.0 -2.0 5.6 -0.12
N 1.282919 1.634149 -1.100502 -1.1 3.0 -1.8 -0.35
N 0.056553 -2.312259 0.232010 0.0 -0.5 -0.5 -0.32
S 2.949259 -0.261741 -0.001512 0.0 2.1 -1.3 -0.25
H -1.292025 -0.249150 -1.163179 0.1 0.0 1.3 0.37
H -0.243910 -1.079758 1.907852 -1.1 -0.1 -2.0 0.35
H -3.083257 0.145358 0.577265 -1.0 -0.8 0.4 0.38
H -2.393090 1.601430 -0.029491 0.2 -0.6 0.9 0.34
H -1.884319 1.031598 1.630874 -0.4 -0.2 -0.2 0.37
H 0.308333 1.912791 -1.177489 0.8 1.0 -0.7 0.20
H 2.088042 2.097008 -1.539422 -1.1 -0.3 0.4 0.20
H -0.196769 -3.137838 0.799266 0.6 0.5 -0.8 0.28
H 3.719935 0.772266 -0.636677 -1.0 -1.5 1.0 0.15
H 0.599718 -2.373669 -0.659491 -0.8 -0.2 1.2 0.30
```
Positions in Å, forces in eV/Å.

=====

Record 10
ORCA calculation (the ωB97M-V functional and the def2-TZVPD basis) on a structure of composition C4H10N4 at a distorted geometry.

Results
Energy relative to the best compared isomer or geometry (same formula, charge and spin), kJ/mol: 464.4
Multiplicity: 1

Geometry as XYZ:
```
18
Properties=species:S:1:pos:R:3:forces:R:3:mulliken_charge:R:1
C 0.813694 1.499702 -1.277592 -0.1 0.5 0.2 -1.29
C 1.103073 0.327582 -0.369843 -0.9 -1.8 -2.3 0.79
C -0.074179 0.215105 1.990264 -0.6 -0.6 -0.4 -0.49
N -0.223672 0.133816 0.731381 0.0 -0.6 -0.2 -0.03
N 2.295670 0.172359 0.072028 -0.1 0.3 0.7 -0.87
H 2.390922 -0.604690 0.724647 0.0 -0.1 -0.2 0.21
H 1.765109 1.860723 -1.661739 0.0 -0.1 -0.1 0.45
H 0.356380 2.317611 -0.717116 0.0 0.0 0.1 0.28
H 0.143858 1.260567 -2.101724 0.0 -0.1 0.0 0.27
H 0.703228 0.848762 2.398848 0.1 0.1 -0.2 0.35
H -0.678047 -0.389352 2.659502 0.0 0.0 0.0 0.33
N -2.134346 -0.466474 -0.618692 0.8 -0.1 0.1 -0.48
C -1.009723 -0.995686 0.008209 -1.2 0.3 2.6 0.38
N -1.018031 -2.205828 0.425091 0.4 0.5 -0.8 -0.76
H -2.005514 0.409044 -1.099295 0.0 0.0 -0.1 0.24
H -2.655970 -1.170620 -1.119511 0.1 0.1 -0.1 0.25
H -0.156587 -2.470097 0.892342 -0.1 0.1 0.2 0.25
H 0.384134 -0.742524 -0.936798 1.7 1.5 0.5 0.11
```
Positions in Å, forces in eV/Å.